(A)
This record from OMol25 describes a structure of composition C8H15N2O. The level of theory is ωB97M-V/def2-TZVPD.

Results
Kohn-Sham gap: 7.87 eV
charge: +1
M: 155.221 g mol⁻¹

Last column: Mulliken charge in e.
Element x y z (Å)
C -1.09045 -1.40234 -0.00224  0.699
C -1.30871 0.51943 1.35520  0.534
C -1.20344 -2.31614 -1.00234  -1.017
C -1.16641 1.89661 1.77636  -1.107
C 1.87419 -1.17564 -0.98013  -1.431
C 0.23964 0.80190 -1.72439  -1.318
C 1.90889 0.84093 0.34192  -1.575
C 0.96110 0.03156 -0.53296  1.247
N -0.07505 -0.49235 0.34104  -0.045
N -2.13889 -0.34911 1.73029  0.073
O -2.10681 -1.47966 1.02048  -0.264
H -2.18751 -2.72057 -0.87484  0.353
H -0.61109 -2.48323 -1.92653  0.237
H -0.28514 1.95537 2.56615  0.300
H -2.14478 2.17095 2.36836  0.373
H -0.91094 2.60660 0.83520  0.260
H 2.70220 -0.69755 -1.51553  0.476
H 2.27095 -1.58560 -0.09431  0.448
H 1.43885 -1.85646 -1.81566  0.274
H -0.12358 1.81091 -1.38456  0.257
H -0.63756 0.24254 -2.19670  0.312
H 0.95719 0.82155 -2.57654  0.417
H 1.95340 0.35912 1.32131  0.490
H 2.98213 0.99801 -0.11931  0.325
H 1.65431 1.85318 0.61256  0.352
H -2.95250 -0.35001 2.47717  0.331

=====

(B)
This record from OMol25 describes the ion C8H15N2O with charge +1. The level of theory is ωB97M-V/def2-TZVPD.

Results
Kohn-Sham gap: 9.90 eV
charge: +1
M: 155.221 g mol⁻¹

Last column: Mulliken charge in e.
Element x y z (Å)
C -4.01869 -0.65450 0.18292  -1.406
C -2.79813 0.33873 0.09505  -0.385
C -1.55542 -0.29101 0.80377  -0.406
N -0.31372 0.44059 0.19511  -0.094
C 0.94436 -0.28297 -0.05070  -0.066
C 1.23540 -1.59878 -0.30475  -0.333
C 2.68273 -1.73964 -0.13423  -0.452
N 3.26648 -0.63943 0.08800  -0.598
C 2.38519 0.47154 0.09863  0.994
C 2.66861 1.36638 -1.09900  -1.571
O 2.45277 1.35965 1.23099  -0.549
H -4.32162 -0.81269 1.15903  0.406
H -4.79504 -0.16443 -0.25658  0.427
H -3.89703 -1.69016 -0.20132  0.360
H -3.14318 1.27695 0.46052  0.358
H -2.44303 0.53512 -0.96529  0.353
H -1.48648 -0.27792 1.86688  0.400
H -1.54619 -1.32694 0.46370  0.225
H 0.10104 1.42134 0.47145  0.481
H -0.75102 0.70318 -0.76149  0.373
H 0.41074 -2.39045 -0.41482  0.340
H 3.14186 -2.74117 -0.08441  0.401
H 3.69024 1.61060 -1.02105  0.492
H 2.21406 2.31864 -0.99173  0.418
H 2.57079 0.90740 -2.00378  0.420
H 3.30528 1.85997 1.17312  0.413

=====

Relative to the most stable one, in hartree, the structures come out at (A) 0.1232; (B) 0.0000.

=====

(A)
This record from OMol25 describes a structure of composition C12H29InN4O7P. The level of theory is ωB97M-V/def2-TZVPD.

Results
Kohn-Sham gap (alpha / beta): 5.27 / 5.24 eV
charge: +1
M: 487.177 g mol⁻¹

Last column: Mulliken charge in e.
Element x y z (Å)
O 2.69744 -1.10229 -0.96363  -0.364
H 3.48546 -1.20824 -1.52930  0.305
In 0.50236 0.10190 -0.28735  1.401
N -0.61079 -1.48073 -1.30563  0.552
N 0.95491 0.34005 -2.40653  0.392
N 0.81088 -0.35346 1.85447  0.119
N 2.19005 1.28041 0.25922  0.216
O -1.35322 -2.34793 -0.69082  -0.962
O -0.03177 -0.98382 2.77865  -0.485
O 3.04590 1.85615 -0.62190  -0.499
O 1.95107 1.02195 -2.85488  -0.886
C 0.20886 -0.39094 -3.25284  0.490
C -0.67589 -1.34375 -2.65700  0.324
C 1.66915 0.51198 2.41765  0.142
C 2.51379 1.29229 1.54567  0.725
C -1.64954 -2.15943 -3.42492  -1.612
H -2.61774 -1.64041 -3.48697  0.243
H -1.80059 -3.11011 -2.90658  0.343
H -1.30468 -2.34699 -4.44625  0.487
C 0.41159 -0.17632 -4.71005  -1.473
H 1.40055 -0.53734 -5.02431  0.275
H 0.36032 0.89069 -4.96184  0.317
H -0.35360 -0.71019 -5.27958  0.435
C 1.67615 0.67134 3.89441  -1.555
C 3.66376 2.09779 2.03431  -1.488
H 1.03943 -0.09545 4.34552  0.382
H 1.27941 1.66344 4.16356  0.331
H 2.69527 0.60185 4.29856  0.436
H 4.41122 2.23987 1.24155  0.446
H 4.12341 1.60024 2.89344  0.388
H 3.29908 3.08129 2.35954  0.315
H -0.26060 -1.89986 2.44252  0.458
H 2.66868 1.57418 -1.54306  0.491
C 2.35100 -2.34588 -0.31202  -0.578
H 1.56816 -2.86384 -0.87274  0.195
H 1.97650 -2.10262 0.68879  0.196
H 3.23524 -2.99629 -0.21916  0.455
O -0.92112 -3.41857 1.94201  -0.654
H -1.31872 -4.25198 2.24071  0.280
H -1.13077 -3.30144 0.98109  0.382
C -3.75120 2.23935 -0.56725  -1.237
P -2.57946 1.53194 0.59671  1.060
C -2.39791 2.63377 2.00752  -1.086
C -3.19954 -0.05633 1.16315  -0.896
O -1.22082 1.39665 -0.09013  -0.799
H -3.26327 3.06461 -1.10369  0.354
H -4.65277 2.61848 -0.06738  0.396
H -4.04946 1.47415 -1.29706  0.352
H -3.26115 2.55106 2.68002  0.399
H -1.48290 2.37817 2.55418  0.203
H -2.32007 3.66487 1.64376  0.353
H -2.81263 -0.86281 0.52584  0.174
H -2.87067 -0.23249 2.19468  0.343
H -4.29878 -0.05900 1.13534  0.421

=====

(B)
This record from OMol25 describes a structure of composition C12H29InN4O7P. The level of theory is ωB97M-V/def2-TZVPD.

Results
Kohn-Sham gap (alpha / beta): 5.11 / 5.11 eV
charge: +1
M: 487.177 g mol⁻¹

Last column: Mulliken charge in e.
Element x y z (Å)
O 0.25227 0.32372 -3.84513  -0.417
H 0.01972 -0.11018 -4.68349  0.305
In -0.10944 0.07418 -0.60836  1.377
N 0.04656 2.21534 -0.13391  0.630
N 1.80184 0.76583 -1.50542  0.605
N -1.68128 -1.31004 0.02534  0.196
N 0.27506 -1.82894 -1.57850  0.394
O -0.77854 2.83035 0.64758  -0.996
O -2.47287 -1.20831 1.19819  -0.542
O 1.34841 -2.09256 -2.35830  -0.523
O 2.64957 0.07021 -2.19119  -0.898
C 2.11679 2.05443 -1.26545  0.502
C 1.20479 2.82078 -0.49330  0.143
C -1.62448 -2.55945 -0.42434  0.280
C -0.56232 -2.84251 -1.33904  0.540
C 1.46157 4.19463 0.00777  -1.559
H 1.78171 4.15451 1.05910  0.218
H 0.54474 4.78850 -0.04966  0.326
H 2.24403 4.68737 -0.57254  0.505
C 3.39405 2.53979 -1.84383  -1.520
H 3.31304 2.59839 -2.93750  0.287
H 4.21468 1.84471 -1.61994  0.315
H 3.62191 3.53171 -1.44759  0.419
C -2.55708 -3.55553 0.15018  -1.534
C -0.35551 -4.18167 -1.95127  -1.570
H -3.36126 -3.02646 0.66936  0.404
H -2.04363 -4.20411 0.87526  0.312
H -2.97191 -4.20240 -0.62933  0.469
H 0.35816 -4.11297 -2.77710  0.431
H -1.30860 -4.58273 -2.31340  0.399
H 0.02971 -4.89099 -1.20487  0.308
H -2.67947 -0.26010 1.29880  0.392
H 1.90784 -1.18767 -2.33007  0.453
C -0.96343 0.75282 -3.20975  -0.542
H -0.73627 1.63240 -2.59427  0.126
H -1.40189 -0.06110 -2.60004  0.249
H -1.73827 1.06628 -3.92935  0.515
O -2.76976 1.72656 -0.76764  -0.586
H -3.64791 1.49516 -0.42436  0.261
H -2.30131 2.29999 -0.10666  0.373
C 1.75742 0.52417 3.68847  -1.264
P 0.28887 -0.14970 2.92176  1.167
C 0.04403 -1.84718 3.44628  -1.056
C -1.12926 0.81709 3.44374  -1.156
O 0.52584 -0.08913 1.42827  -0.802
H 2.63937 0.03903 3.25129  0.376
H 1.72512 0.36252 4.77452  0.409
H 1.81810 1.60036 3.47408  0.344
H -0.55034 -1.86220 4.36963  0.412
H -0.46802 -2.42878 2.66732  0.122
H 1.03492 -2.27999 3.63962  0.370
H -1.36424 1.58374 2.68989  0.249
H -1.99511 0.16113 3.62514  0.347
H -0.84796 1.31903 4.38402  0.436

=====

Relative to the most stable one, in hartree, the structures come out at (A) 0.0000; (B) 0.0290.

=====

(A)
This record from OMol25 describes a cluster of 2 separate species, C9H14 in total. The level of theory is ωB97M-V/def2-TZVPD.

Results
<S²>: 0.77
spin multiplicity: 2
Kohn-Sham gap (alpha / beta): 9.51 / 5.71 eV
charge: +1
M: 122.211 g mol⁻¹

Last column: Mulliken charge in e.
Element x y z (Å)
C 3.13728 -3.22711 -0.99192  -0.994
C 1.93771 -2.51311 -0.39067  -0.369
H 3.85316 -3.56425 -0.24623  0.267
H 2.83755 -4.11191 -1.55897  0.270
H 3.72855 -2.79765 -1.80499  0.345
H 1.03508 -3.08261 -0.63972  0.257
H 1.75588 -1.50450 -0.75388  -0.141
H 1.99565 -2.61411 0.68384  0.373
C -1.48496 3.55108 1.31891  -1.362
C -1.15270 -0.35603 -0.47158  -0.244
C -2.27867 0.03277 0.33689  -0.220
C -0.16914 0.56803 -0.69530  -0.450
C -2.43435 1.27682 0.92276  -0.598
C -0.39707 1.87623 -0.24843  -0.314
C -1.46059 2.23819 0.65127  1.050
H -1.14757 -1.41075 -0.70232  0.403
H -3.04524 -0.72999 0.38906  0.393
H 0.77930 0.38126 -1.17647  0.402
H -3.28615 1.49626 1.54575  0.387
H 0.24657 2.66896 -0.61134  0.445
H -2.23024 3.59450 2.10658  0.372
H -1.74659 4.40663 0.69502  0.362
H -0.47348 3.82132 1.64173  0.366

=====

(B)
This record from OMol25 describes a cluster of 2 separate species, C9H14 in total. The level of theory is ωB97M-V/def2-TZVPD.

Results
<S²>: 0.77
spin multiplicity: 2
Kohn-Sham gap (alpha / beta): 10.22 / 6.35 eV
charge: +1
M: 122.211 g mol⁻¹

Last column: Mulliken charge in e.
Element x y z (Å)
C 2.41417 -0.42259 -0.25843  -1.381
C 1.01495 -0.87305 -0.56499  1.177
C 0.50589 -0.40977 -1.83936  -0.437
C 0.33618 -1.70610 0.32432  -0.456
C -0.76174 -0.77685 -2.17995  -0.461
C -0.90363 -2.10238 -0.13443  -0.248
C -1.46702 -1.64157 -1.36464  -0.453
H 2.10980 0.07026 0.69536  0.361
H 2.90541 0.32211 -0.87153  0.365
H 1.19435 0.01542 -2.56315  0.414
H 0.92167 -2.01433 1.17837  0.476
H -1.13320 -0.47537 -3.16903  0.419
H -1.43402 -2.83978 0.47840  0.420
H -2.54489 -1.79794 -1.53943  0.415
H 3.22685 -1.11855 0.02295  0.354
C -1.10160 1.62337 2.09493  -0.675
C -0.42023 2.35656 0.90409  -0.631
H -2.14078 1.87585 2.19255  0.319
H -0.94239 0.58699 1.78442  0.074
H -0.71002 1.86526 3.11316  0.286
H -0.63639 3.40596 0.79334  0.367
H 0.63340 2.14404 0.80585  0.172
H -1.06675 1.91247 0.09719  0.122

=====

Relative to the most stable one, in hartree, the structures come out at (A) 0.0000; (B) 0.0137.

=====

(A)
This record from OMol25 describes a cluster of 2 separate species, C9H14 in total. The level of theory is ωB97M-V/def2-TZVPD.

Results
<S²>: 0.77
spin multiplicity: 2
Kohn-Sham gap (alpha / beta): 9.52 / 5.59 eV
charge: +1
M: 122.211 g mol⁻¹

Last column: Mulliken charge in e.
Element x y z (Å)
C 3.28222 -2.13400 -1.18317  -0.684
C 3.58479 -1.82139 0.27151  -0.828
H 3.53755 -3.17406 -1.39428  0.271
H 2.22581 -2.02540 -1.44391  0.149
H 3.83131 -1.52241 -1.89790  0.276
H 2.75152 -2.01832 0.94842  0.251
H 3.84551 -0.77804 0.50524  0.278
H 4.42565 -2.40605 0.63420  0.290
C -2.66752 0.05760 2.06297  -1.337
C -1.00508 2.03073 -1.45480  -0.411
C -1.72001 2.74999 -0.55409  -0.440
C -0.87167 0.63019 -1.21925  -0.244
C -2.26430 2.11377 0.58276  -0.225
C -1.37456 0.00380 -0.07665  -0.459
C -2.15379 0.69927 0.81118  0.968
H -0.57056 2.50649 -2.32727  0.412
H -1.85976 3.82024 -0.70457  0.393
H -0.40891 -0.02046 -1.94480  0.409
H -2.83897 2.72641 1.25926  0.393
H -1.29339 -1.06371 0.01985  0.409
H -3.67614 -0.31157 1.88692  0.343
H -2.73712 0.73508 2.90598  0.400
H -2.04259 -0.79814 2.31239  0.386

=====

(B)
This record from OMol25 describes a cluster of 2 separate species, C9H14 in total. The level of theory is ωB97M-V/def2-TZVPD.

Results
<S²>: 0.77
spin multiplicity: 2
Kohn-Sham gap (alpha / beta): 9.42 / 5.90 eV
charge: +1
M: 122.211 g mol⁻¹

Last column: Mulliken charge in e.
Element x y z (Å)
C -2.52151 1.04707 -0.87696  -1.278
C 1.63211 0.92831 -1.81945  -0.389
C 0.68059 0.93091 -2.84084  -0.415
C 1.17526 0.53329 -0.49680  -0.245
C -0.65024 0.99158 -2.54658  -0.319
C -0.17080 0.39748 -0.23449  -0.279
C -1.09280 0.81782 -1.19315  0.885
H 2.59174 1.39002 -2.01434  0.429
H 0.99406 1.07008 -3.86769  0.382
H 1.92165 0.33368 0.26021  0.416
H -1.35880 1.01632 -3.36406  0.405
H -0.33368 -0.05215 0.73645  0.300
H -2.83490 0.66056 0.08973  0.383
H -3.14929 0.53331 -1.61195  0.379
H -2.70190 2.12565 -0.92656  0.341
C 0.62557 -2.20688 3.15937  -0.652
C 0.53833 -2.35547 4.67285  -0.942
H 1.15652 -1.27823 2.92768  0.161
H 1.07966 -3.04752 2.63798  0.342
H -0.32702 -2.17526 2.61075  0.233
H -0.28537 -3.01488 4.94409  0.281
H 0.38842 -1.44139 5.24654  0.308
H 1.48957 -2.74143 5.04109  0.275

=====

Relative to the most stable one, in hartree, the structures come out at (A) 0.0000; (B) 0.0089.